172
Properties=species:S:1:pos:R:3:forces:R:3 method="wB97M-V/def2-TZVPD" relative_energy_kcal_mol=153.1 homo_lumo_gap_ev=1.232 charge=+9 multiplicity=1
Be -6.043 -0.018 3.536 1.05 -0.39 -0.60
C -2.655 -1.140 2.026 -1.07 2.06 -0.60
O -2.313 -0.809 0.600 -0.05 -0.97 0.50
O -3.684 -0.240 2.416 0.85 -1.93 -0.30
C -2.919 -2.710 2.164 0.31 1.87 -0.41
F -1.816 -3.388 2.403 1.59 -0.20 0.42
F -3.748 -3.008 3.138 -1.05 0.05 0.73
F -3.379 -3.203 1.031 -1.01 -0.36 -1.09
C -1.008 -1.126 0.060 0.34 0.45 0.78
C -1.027 -0.963 -1.435 0.15 -0.31 0.00
H -1.514 -1.802 -1.931 -0.12 0.07 -0.14
H -1.471 -0.021 -1.759 -0.24 0.02 0.08
H 0.021 -0.932 -1.734 0.10 -0.15 -0.33
H -0.518 -2.059 0.339 -1.05 -0.96 0.00
H -0.191 -0.514 0.441 -0.39 1.18 0.47
H -1.733 -0.885 2.547 0.23 -0.31 0.53
C 5.312 -2.637 2.930 -0.47 -1.09 -4.06
O 3.973 -2.448 2.446 0.65 -0.41 0.99
O 6.008 -3.213 1.833 -1.01 2.65 3.48
C 5.659 -1.283 3.703 3.26 1.55 -0.51
F 5.165 -1.209 4.920 -1.00 -0.80 0.44
F 6.989 -1.069 3.850 -0.79 -1.03 -0.50
F 5.232 -0.174 3.056 -0.66 -0.50 -0.48
C 2.981 -2.630 3.451 -1.12 -0.52 -0.04
C 1.635 -2.877 2.804 -0.40 1.25 -0.59
H 1.761 -3.405 1.858 -0.14 -0.12 0.10
H 0.881 -3.360 3.425 0.41 -0.39 0.18
H 1.223 -1.883 2.632 -0.27 0.07 -0.66
H 2.901 -1.692 4.001 0.20 -0.21 0.57
H 3.113 -3.523 4.062 1.00 0.26 0.34
H 5.345 -3.412 3.695 0.24 -0.61 0.62
C -0.157 -3.187 -5.942 -0.63 -0.25 -0.94
N 0.858 -2.826 -5.003 1.81 -0.42 2.23
C 1.442 -3.811 -4.248 1.02 1.77 1.27
C 2.302 -3.468 -3.147 -1.47 0.01 -1.60
C 2.663 -2.135 -2.947 -0.24 0.42 -2.22
C 2.203 -1.165 -3.929 -0.36 -1.87 1.75
C 1.211 -1.536 -4.833 1.81 0.46 0.11
C 3.755 -1.762 -2.014 -3.25 2.08 1.19
C 3.552 -0.817 -0.987 -0.36 0.36 -1.37
C 4.622 -0.340 -0.270 -0.97 -0.39 1.02
N 5.809 -0.884 -0.460 1.50 -1.46 -1.15
C 5.986 -1.858 -1.370 0.74 0.97 0.81
C 4.967 -2.244 -2.185 3.01 -2.50 -0.93
C 7.066 -0.447 0.215 -1.07 0.02 0.38
H -0.710 -2.292 -6.228 -0.07 -0.20 0.03
H -0.789 -3.903 -5.416 -0.21 -0.03 -0.58
H 0.325 -3.589 -6.833 -0.28 -0.28 -0.06
H 1.293 -4.840 -4.540 -0.39 -0.02 0.03
H 2.649 -4.254 -2.492 0.19 -0.13 -0.12
H 2.639 -0.180 -3.843 -0.32 0.11 -0.42
H 0.890 -0.838 -5.592 -0.46 -0.04 0.07
H 2.589 -0.334 -0.918 -0.10 -0.06 0.61
H 4.498 0.308 0.585 0.02 0.48 -0.17
H 7.002 -2.224 -1.397 -0.08 -0.33 -0.39
H 5.224 -2.996 -2.917 -0.15 -0.07 -0.23
H 7.500 0.301 -0.450 0.12 0.27 0.57
H 7.733 -1.304 0.306 -0.13 0.12 0.16
H 6.672 -0.131 1.181 1.01 0.53 0.02
C 3.604 1.059 6.599 0.14 -0.19 1.25
N 2.527 0.077 6.512 0.27 -1.25 0.64
C 2.459 -1.010 7.340 -0.59 0.54 -1.54
C 1.397 -1.898 7.181 -0.04 -0.49 0.34
C 0.400 -1.700 6.244 -0.24 2.53 -2.15
C 0.568 -0.531 5.380 -0.19 -1.00 1.29
C 1.619 0.339 5.589 -1.22 -1.05 -0.66
C -0.855 -2.510 6.101 -0.58 -1.91 0.62
C -0.840 -3.950 6.230 -0.41 0.95 -0.37
C -2.016 -4.683 6.299 -0.44 0.82 -1.03
N -3.233 -4.071 6.148 1.43 0.26 1.37
C -3.279 -2.742 6.003 0.50 0.26 -1.08
C -2.133 -1.941 5.933 0.68 -0.63 0.83
C -4.466 -4.861 6.220 -1.01 -0.31 -1.49
H 4.359 0.517 7.167 0.46 0.94 -0.02
H 3.110 1.867 7.139 0.83 0.33 0.27
H 3.946 1.413 5.626 -0.05 -0.39 0.07
H 3.252 -1.182 8.052 0.08 0.20 0.08
H 1.346 -2.777 7.806 0.13 0.04 0.33
H -0.106 -0.285 4.573 -0.18 -0.23 0.00
H 1.794 1.227 5.000 -0.13 -0.05 -0.20
H 0.075 -4.519 6.155 0.19 0.07 0.44
H -2.073 -5.761 6.280 0.29 -0.11 0.43
H -4.236 -2.331 5.720 -0.17 0.05 0.61
H -2.245 -0.867 5.906 -0.14 0.02 -0.19
H -5.327 -4.206 6.352 0.23 -0.06 0.49
H -4.483 -5.723 6.887 0.47 0.49 0.43
H -4.597 -5.272 5.219 -0.03 -0.19 -0.11
C -1.294 10.932 -0.633 -0.96 -0.21 -0.22
N -1.639 9.587 0.035 1.15 -0.12 -0.50
C -2.166 9.616 1.309 -0.48 0.15 -2.33
C -2.448 8.463 1.997 0.81 -1.34 0.01
C -2.070 7.207 1.441 1.65 2.17 -1.58
C -1.415 7.208 0.168 -1.29 1.63 0.64
C -1.259 8.428 -0.564 -0.69 -1.42 2.25
C -2.098 5.934 2.145 0.38 -1.94 1.04
C -3.281 5.233 2.334 -0.79 -0.06 0.29
C -3.293 4.006 2.955 1.44 -0.82 0.75
N -2.124 3.464 3.456 -1.31 0.11 -0.25
C -0.962 4.091 3.292 0.48 0.96 -0.79
C -0.917 5.282 2.589 -0.74 1.32 -0.47
C -2.088 2.147 4.109 0.28 -0.87 0.87
H -0.476 11.424 -0.108 -0.23 -0.15 0.17
H -2.216 11.511 -0.668 0.10 0.20 0.57
H -1.059 10.846 -1.694 0.29 -0.73 0.18
H -2.531 10.602 1.552 0.30 0.10 0.71
H -2.795 8.534 3.017 -0.38 0.05 -0.02
H -1.134 6.242 -0.225 0.25 0.19 -0.36
H -0.843 8.378 -1.559 0.04 0.70 0.03
H -4.226 5.658 2.028 -0.13 -0.03 -0.10
H -4.152 3.368 3.100 -0.18 0.30 -0.03
H -0.052 3.639 3.657 -0.07 -0.21 0.05
H -0.007 5.820 2.370 0.42 -0.36 0.40
H -3.038 1.618 4.187 -0.09 0.34 -0.89
H -1.778 2.169 5.154 0.17 0.92 0.08
H -1.319 1.546 3.624 -0.30 -0.06 -0.43
C -1.521 2.660 -0.508 -0.43 0.33 -0.13
N -0.728 2.828 -1.768 0.86 -1.36 1.51
C -1.122 3.701 -2.660 0.37 2.33 -1.40
C -0.333 4.053 -3.761 -0.33 -1.05 0.48
C 0.886 3.388 -3.942 -1.51 -0.11 -0.27
C 1.194 2.345 -3.081 0.14 0.14 1.40
C 0.418 2.119 -1.935 -0.47 0.13 -1.04
C 1.727 3.723 -5.103 0.95 0.13 0.37
C 1.892 2.878 -6.162 -0.10 -0.77 -2.54
C 2.719 3.202 -7.264 -0.27 1.76 1.79
N 3.481 4.327 -7.141 -1.14 -0.41 0.96
C 3.387 5.152 -6.058 0.74 -1.21 -0.61
C 2.512 4.859 -5.044 0.32 0.33 0.51
C 4.477 4.574 -8.135 2.02 0.98 -1.97
H -1.070 1.961 0.196 0.30 -0.04 -0.28
H -2.540 2.364 -0.758 0.15 -0.23 -0.15
H -1.609 3.635 -0.029 0.27 0.03 0.00
H -1.975 4.312 -2.404 -0.42 -0.30 -0.17
H -0.732 4.712 -4.519 0.09 0.39 0.17
H 2.135 1.836 -3.230 -0.06 -0.21 0.22
H 0.553 1.374 -1.165 0.65 0.04 0.10
H 1.283 1.994 -6.276 -0.05 -0.11 0.08
H 2.759 2.727 -8.233 0.08 -0.47 0.16
H 4.181 5.882 -5.992 -0.28 0.43 -0.04
H 2.565 5.395 -4.108 -0.10 0.52 -0.20
H 4.950 5.555 -8.104 -0.50 0.28 0.63
H 4.104 4.548 -9.159 -0.39 -0.44 0.13
H 5.343 3.917 -8.049 -0.34 -0.50 0.14
C -4.940 0.375 -1.852 -1.21 -0.14 -0.16
N -4.606 -1.003 -2.281 0.05 -0.50 0.89
C -4.062 -1.234 -3.482 0.30 -0.51 0.56
C -3.671 -2.527 -3.841 -0.01 1.47 -0.02
C -3.790 -3.555 -2.930 -0.87 -0.30 0.63
C -4.387 -3.306 -1.673 -0.51 0.58 -1.15
C -4.839 -2.025 -1.399 1.46 -0.27 -0.27
C -3.341 -4.902 -3.315 1.33 -1.36 1.30
C -2.587 -5.736 -2.445 -0.19 -0.73 1.23
C -2.085 -6.971 -2.802 -0.31 0.89 -1.82
N -2.209 -7.325 -4.101 0.18 -1.42 -0.36
C -2.888 -6.594 -4.979 -0.63 0.27 0.77
C -3.517 -5.435 -4.558 0.33 0.48 -2.00
C -1.686 -8.639 -4.518 0.51 -0.77 -1.80
H -4.856 1.083 -2.677 0.43 -0.20 0.03
H -4.408 0.667 -0.946 0.21 -0.25 -0.18
H -6.011 0.347 -1.649 -0.02 0.16 0.26
H -3.856 -0.330 -4.036 -0.18 -0.25 -0.48
H -3.210 -2.645 -4.810 -0.09 -0.19 -0.05
H -4.633 -4.099 -0.982 0.26 -0.03 0.08
H -5.154 -1.811 -0.389 -0.51 0.45 -0.23
H -2.422 -5.622 -1.384 -0.23 1.09 0.15
H -1.510 -7.675 -2.219 -0.19 0.19 0.47
H -3.020 -6.895 -6.008 0.30 -0.51 0.03
H -3.986 -4.932 -5.390 -0.56 0.36 0.28
H -2.407 -9.449 -4.399 0.02 0.10 0.92
H -0.667 -8.847 -4.194 -0.37 0.05 0.81
H -1.566 -8.676 -5.601 -0.12 0.57 -0.20
Cl 1.519 1.502 1.687 -0.54 -0.14 -0.24